{"formula": "H4N4O2", "method": "ωB97M-V with the def2-TZVPD basis set", "symbols": ["N", "N", "N", "N", "O", "O", "H", "H", "H", "H"], "xyz": [[1.5344, -0.3783, 1.3487], [0.3979, -0.4982, 0.6521], [-0.0530, 0.4569, -0.2896], [-1.1619, 0.2026, -0.7202], [-1.9322, -0.7326, -0.5790], [-1.4425, 1.2412, -1.7615], [2.3129, -0.3574, 0.7599], [1.6156, 0.3176, 2.1475], [-0.3161, -1.0968, 0.9435], [-0.9551, 0.8449, -2.5014]], "atomic_forces_ev_per_a": [[0.04, 1.13, 2.44], [-1.21, 1.26, -2.28], [2.81, -0.39, 2.87], [-0.79, 1.26, -2.34], [-0.16, -0.02, 0.40], [-0.31, -1.43, 0.71], [1.37, 0.01, -0.79], [-0.60, -0.88, -1.66], [-0.96, -1.18, 0.75], [-0.19, 0.24, -0.11]], "lowdin_charge": [0.000, -0.127, 0.108, -0.393, 0.020, 0.027, 0.055, 0.119, 0.096, 0.094], "largest_force_ev_per_a": 4.03, "smiles": "NN/N=[N+](\\[O-])O", "homo_lumo_gap_ev": 9.9, "e_homo_ev": -9.07}

***

{"formula": "C27H20F10InN5O4S2", "method": "ωB97M-V with the def2-TZVPD basis set", "symbols": ["In", "C", "N", "C", "C", "N", "C", "C", "F", "C", "F", "C", "F", "C", "F", "C", "F", "C", "C", "N", "C", "C", "F", "C", "F", "C", "F", "C", "F", "C", "F", "H", "H", "H", "H", "H", "H", "H", "H", "H", "H", "H", "C", "C", "C", "C", "C", "C", "C", "S", "O", "O", "N", "C", "C", "O", "O", "H", "H", "H", "H", "H", "H", "H", "H", "H", "S", "C", "N"], "xyz": [[0.5823, 0.6621, 1.3789], [1.2579, 2.6885, 3.8217], [0.9176, 2.8729, 2.4011], [-0.3024, 3.6740, 2.2308], [-1.1798, 3.1626, 1.0955], [-1.4325, 1.7582, 1.3663], [-2.6536, 1.2877, 0.9685], [-3.3722, 1.7142, -0.1599], [-2.8084, 2.5717, -1.0336], [-4.6349, 1.2491, -0.4802], [-5.2509, 1.6909, -1.5920], [-5.2535, 0.3074, 0.3059], [-6.4791, -0.1576, -0.0059], [-4.5832, -0.1570, 1.4223], [-5.1841, -1.0618, 2.2122], [-3.3348, 0.3199, 1.7393], [-2.7574, -0.1366, 2.8476], [2.0603, 3.4295, 1.6681], [1.8335, 3.3941, 0.1688], [1.5037, 2.0391, -0.2599], [1.5683, 1.7791, -1.5885], [1.4585, 2.7025, -2.6554], [1.1392, 3.9975, -2.4259], [1.5888, 2.3583, -3.9901], [1.4375, 3.3041, -4.9333], [1.8263, 1.0622, -4.3710], [1.9308, 0.7189, -5.6697], [1.9407, 0.1126, -3.3717], [2.2172, -1.1565, -3.7183], [1.8167, 0.4574, -2.0490], [2.0042, -0.5007, -1.1394], [1.4842, 3.6550, 4.2993], [2.1262, 2.0343, 3.9023], [0.4323, 2.1973, 4.3331], [-0.0482, 4.7352, 2.0911], [-0.8913, 3.5787, 3.1425], [-0.7313, 3.3449, 0.1165], [-2.1112, 3.7409, 1.1340], [2.9332, 2.8250, 1.9071], [2.2483, 4.4658, 1.9846], [2.7704, 3.7223, -0.3015], [1.0796, 4.1396, -0.0966], [0.6110, -6.3730, -3.5771], [0.2600, -5.2093, -2.6835], [0.5183, -3.9009, -3.0758], [0.2054, -2.8333, -2.2448], [-0.3673, -3.0694, -1.0070], [-0.6462, -4.3712, -0.6030], [-0.3284, -5.4291, -1.4381], [-0.7880, -1.7005, 0.0586], [-2.0216, -2.1250, 0.6801], [-0.8088, -0.5288, -0.7983], [0.4201, -1.4945, 1.0507], [0.4396, -2.2405, 2.3181], [0.2160, -1.3704, 3.5747], [0.0933, -1.9724, 4.6412], [0.2135, -0.0964, 3.4133], [0.8734, -6.0308, -4.5791], [-0.2255, -7.0697, -3.6609], [1.4639, -6.9283, -3.1788], [0.9756, -3.7100, -4.0417], [0.3899, -1.8093, -2.5491], [-1.1243, -4.5380, 0.3551], [-0.5482, -6.4452, -1.1243], [1.4251, -2.6907, 2.4490], [-0.3087, -3.0314, 2.3478], [5.3441, -0.2113, 2.7501], [3.8261, 0.1580, 2.2798], [2.7431, 0.4381, 1.9474]], "atomic_forces_ev_per_a": [[-0.26, 0.89, 0.02], [0.00, 0.07, -0.14], [0.28, -0.13, 0.27], [0.01, -0.05, -0.06], [-0.09, -0.18, 0.10], [0.26, -0.26, -0.20], [0.03, -0.04, 0.10], [0.05, -0.05, 0.01], [0.06, 0.10, -0.07], [0.08, 0.04, -0.03], [-0.06, 0.07, -0.11], [0.02, -0.04, 0.04], [-0.12, -0.03, -0.02], [-0.06, -0.09, 0.01], [-0.01, -0.04, 0.04], [0.23, 0.13, -0.05], [0.05, -0.07, 0.14], [-0.10, -0.17, -0.01], [0.06, -0.27, -0.14], [-0.34, -0.17, -0.03], [0.02, 0.05, 0.02], [-0.02, -0.11, 0.13], [-0.01, 0.14, 0.11], [-0.03, 0.03, 0.07], [-0.01, 0.13, -0.09], [-0.01, -0.02, 0.02], [0.03, -0.02, -0.13], [0.00, 0.00, -0.01], [0.14, -0.08, -0.07], [0.01, 0.20, 0.17], [0.14, -0.07, 0.10], [-0.02, -0.01, -0.02], [-0.03, 0.05, -0.04], [0.01, 0.03, -0.05], [0.05, 0.01, 0.01], [0.03, 0.00, 0.06], [0.01, 0.05, -0.02], [-0.04, 0.02, -0.03], [-0.01, 0.01, 0.07], [-0.01, 0.07, 0.04], [0.00, 0.03, -0.04], [-0.05, 0.06, -0.04], [0.00, 0.07, 0.04], [0.00, -0.02, -0.02], [0.03, -0.03, 0.02], [-0.02, 0.14, 0.03], [-0.01, -0.04, -0.04], [0.04, 0.07, 0.03], [0.01, -0.01, -0.02], [0.04, -0.41, -0.29], [-0.06, 0.01, 0.12], [-0.11, 0.04, -0.02], [-0.32, 0.15, 0.34], [0.03, 0.22, -0.17], [0.00, 0.09, 0.07], [0.02, 0.19, -0.18], [0.00, -0.20, -0.12], [-0.01, -0.02, 0.02], [0.01, -0.01, -0.01], [-0.01, 0.00, -0.01], [-0.03, 0.01, 0.04], [-0.11, -0.27, 0.06], [0.01, 0.00, -0.06], [0.00, 0.03, 0.00], [0.03, -0.08, -0.06], [-0.05, -0.01, -0.03], [0.21, 0.00, 0.05], [-0.25, 0.02, -0.08], [0.25, -0.22, 0.16]], "lowdin_charge": [0.839, -0.081, -0.254, -0.173, -0.247, -0.033, -0.196, -0.150, 0.082, -0.156, 0.086, -0.160, 0.079, -0.158, 0.098, -0.177, 0.119, -0.202, -0.236, -0.019, -0.175, -0.135, 0.062, -0.165, 0.088, -0.167, 0.079, -0.159, 0.089, -0.168, 0.085, 0.088, 0.078, 0.084, 0.120, 0.120, 0.089, 0.122, 0.099, 0.120, 0.125, 0.091, -0.067, -0.286, -0.035, -0.041, -0.240, -0.052, -0.054, 0.562, -0.284, -0.318, -0.247, -0.167, -0.642, -0.003, -0.103, 0.067, 0.070, 0.075, 0.107, 0.090, 0.110, 0.106, 0.118, 0.106, 0.399, -0.945, 0.043], "largest_force_ev_per_a": 0.93, "charge": -2, "homo_lumo_gap_ev": 6.5, "e_homo_ev": -2.39}

***

{"formula": "C39H78F3O22S11", "method": "ωB97M-V with the def2-TZVPD basis set", "symbols": ["C", "F", "F", "F", "S", "O", "O", "O", "C", "C", "C", "S", "O", "O", "C", "H", "H", "H", "H", "H", "H", "H", "H", "C", "C", "C", "S", "O", "O", "C", "H", "H", "H", "H", "H", "H", "H", "H", "C", "C", "C", "S", "O", "O", "C", "H", "H", "H", "H", "H", "H", "H", "H", "C", "C", "C", "S", "O", "O", "C", "H", "H", "H", "H", "H", "H", "H", "H", "C", "C", "C", "S", "O", "O", "C", "H", "H", "H", "H", "H", "H", "H", "H", "C", "C", "C", "S", "O", "O", "C", "H", "H", "H", "H", "H", "H", "H", "H", "C", "C", "C", "S", "O", "O", "C", "H", "H", "H", "H", "H", "H", "H", "H", "C", "C", "C", "S", "O", "O", "C", "H", "H", "H", "H", "H", "H", "H", "H", "C", "C", "C", "S", "O", "O", "C", "H", "H", "H", "H", "H", "H", "H", "H", "C", "S", "O", "C", "H", "H", "H", "H", "H", "H"], "xyz": [[0.5201, 0.7715, -0.2435], [1.7326, 1.2218, 0.1219], [-0.2864, 1.8274, 0.0954], [0.4330, 0.6925, -1.5600], [0.0170, -0.8904, 0.5964], [-1.3505, -0.9584, 0.2261], [0.9451, -1.7868, -0.0734], [0.3230, -0.8148, 2.0292], [1.5887, 4.6536, 1.4265], [2.2107, 6.0883, 1.3866], [3.3969, 6.1864, 2.3190], [3.8654, 4.4878, 2.6719], [3.4150, 4.2149, 4.0404], [5.2373, 4.3421, 2.2324], [2.7388, 3.6851, 1.6107], [1.1059, 4.3098, 0.4952], [0.9671, 4.4967, 2.3075], [1.5787, 6.9074, 1.4701], [2.5666, 6.2563, 0.3649], [3.1356, 6.5862, 3.2682], [4.2287, 6.8041, 1.9470], [2.5611, 2.7934, 2.1705], [3.2434, 3.4821, 0.6536], [3.3341, -2.1211, 2.3098], [4.1018, -1.0776, 1.4942], [5.4185, -1.8007, 1.1660], [4.8341, -3.4413, 0.6390], [5.6863, -4.4212, 1.2965], [4.6224, -3.5420, -0.7679], [3.2687, -3.4070, 1.5001], [2.3523, -1.7925, 2.4931], [3.7790, -2.4428, 3.2301], [4.2493, -0.1796, 2.0673], [3.6283, -0.7870, 0.5669], [6.0020, -1.9343, 2.0752], [5.9680, -1.3280, 0.3791], [3.3259, -4.2621, 2.1626], [2.4895, -3.4460, 0.7551], [-3.5840, 0.7606, -3.9422], [-2.4830, 0.8899, -2.8309], [-3.1966, 1.2892, -1.5454], [-4.8915, 1.3560, -1.8130], [-5.1692, 2.6933, -2.3363], [-5.7048, 0.8620, -0.7407], [-4.8387, 0.1922, -3.1865], [-3.3899, 0.0519, -4.7062], [-3.9554, 1.6761, -4.3978], [-1.6766, 1.5330, -3.2650], [-2.0493, -0.0980, -2.6762], [-2.9104, 2.2807, -1.2167], [-2.9701, 0.6046, -0.7398], [-5.6993, 0.2481, -3.8488], [-4.7103, -0.8953, -2.7779], [1.7232, 0.8085, 4.5915], [0.6655, 1.9191, 4.7981], [0.0734, 1.7165, 6.2135], [-0.1689, -0.1122, 6.3524], [-1.4150, -0.4582, 5.8006], [0.3097, -0.5242, 7.6210], [1.0031, -0.4951, 5.0144], [2.5993, 0.9683, 5.2694], [2.0532, 0.7400, 3.5619], [-0.0616, 1.8751, 4.0332], [1.1721, 2.8641, 4.7586], [-0.8952, 2.2492, 6.1618], [0.7917, 2.0268, 6.9671], [0.5118, -0.9942, 4.1920], [1.7363, -1.2347, 5.3989], [-3.2628, 1.6323, 4.0284], [-3.9911, 0.9091, 2.9385], [-5.1258, 1.8863, 2.5715], [-5.7890, 2.5021, 4.1731], [-6.9377, 1.7469, 4.5919], [-5.8856, 3.9469, 4.2472], [-4.2930, 1.9581, 5.0849], [-2.7468, 2.5333, 3.6639], [-2.4904, 0.9565, 4.4431], [-4.4318, 0.0475, 3.3832], [-3.3679, 0.6558, 2.0949], [-5.8478, 1.4953, 1.9111], [-4.6518, 2.7990, 2.1455], [-4.6740, 1.1098, 5.5697], [-4.0405, 2.7926, 5.7198], [2.6561, -2.4602, -2.9839], [3.9568, -2.5421, -3.7073], [3.6910, -3.3567, -4.9948], [2.3567, -4.5114, -4.5394], [2.8949, -5.8469, -4.4041], [1.2826, -4.3611, -5.4956], [2.1338, -3.8391, -2.8787], [1.9462, -1.8479, -3.5267], [2.7070, -2.0184, -1.9786], [4.6116, -3.1648, -3.0599], [4.5555, -1.6727, -3.7993], [4.5481, -3.9705, -5.2970], [3.4061, -2.7348, -5.8574], [2.8610, -4.4146, -2.3053], [1.1620, -3.9909, -2.5294], [-1.4919, -4.6217, -1.3076], [-1.6653, -5.6546, -2.4681], [-1.9206, -4.8811, -3.7443], [-3.0159, -3.6209, -3.1196], [-4.3813, -4.0646, -3.2929], [-2.5586, -2.3691, -3.6034], [-2.6920, -3.6542, -1.3798], [-0.5062, -4.1140, -1.3986], [-1.5719, -5.1589, -0.3758], [-2.4697, -6.3182, -2.1377], [-0.7906, -6.2515, -2.7106], [-2.5002, -5.3651, -4.5242], [-1.0093, -4.4114, -4.1156], [-3.6455, -4.0233, -0.9673], [-2.3038, -2.7464, -1.0628], [-1.7194, -3.1170, 3.4635], [-1.8366, -4.1171, 2.2685], [-0.3970, -4.6435, 2.1385], [0.0423, -4.9666, 3.8141], [1.3476, -4.4132, 4.0636], [-0.2757, -6.3382, 4.0720], [-1.0999, -3.8207, 4.6658], [-2.7566, -2.8302, 3.7537], [-1.0988, -2.2757, 3.0925], [-2.1481, -3.5917, 1.3642], [-2.5508, -4.9602, 2.3656], [0.2005, -3.8449, 1.7842], [-0.1492, -5.5795, 1.5891], [-0.5885, -3.0854, 5.2396], [-1.8250, -4.4580, 5.1103], [-2.1172, 4.5584, -3.4526], [-1.7409, 5.6634, -4.4793], [-0.4900, 6.3921, -3.9685], [0.4096, 5.2451, -3.0011], [0.4253, 5.7218, -1.5991], [1.6508, 4.8798, -3.7073], [-0.7559, 3.8537, -3.2203], [-2.9688, 3.9773, -3.7540], [-2.3528, 4.8394, -2.4188], [-2.5807, 6.3248, -4.6350], [-1.5504, 5.2590, -5.5039], [-0.7515, 7.1247, -3.2333], [0.2990, 6.6643, -4.7251], [-0.6636, 3.2819, -2.2641], [-0.4457, 3.2562, -4.0579], [3.3608, 1.9423, -4.3319], [2.7910, 1.1453, -5.8590], [3.5443, -0.0841, -6.1187], [1.1085, 0.6439, -5.3689], [4.3668, 2.4135, -4.3893], [3.3500, 1.1560, -3.5559], [2.7674, 2.7161, -3.8978], [0.7068, 1.6195, -5.1015], [1.0145, -0.0128, -4.4918], [0.6643, 0.3093, -6.2862]], "atomic_forces_ev_per_a": [[-0.65, 0.83, 1.60], [0.40, -0.75, -0.37], [-0.42, -0.61, 0.15], [0.40, -0.41, -0.48], [3.09, 0.48, 0.57], [-1.76, -0.23, -0.30], [-0.49, -0.01, -0.31], [-0.71, 0.74, -1.14], [0.04, -0.17, 0.29], [1.03, -1.50, -1.83], [0.15, 0.05, -0.10], [0.80, 1.53, 0.86], [0.71, -0.12, -1.00], [-0.20, -0.66, 0.56], [0.98, 0.18, -0.93], [-0.29, 0.80, 0.56], [-0.51, 0.33, -0.22], [-1.74, 1.14, 0.75], [0.20, -0.39, -0.08], [-0.38, 0.33, 0.92], [-0.18, -0.66, -0.08], [-0.64, -0.85, -0.08], [-0.06, -0.07, 0.42], [-0.36, -0.36, -1.12], [0.86, -0.82, 0.50], [-0.99, 0.18, 0.05], [1.01, -0.70, 2.15], [-0.20, 0.35, -0.49], [-0.04, 0.27, -1.25], [0.75, 0.04, -0.09], [-1.29, 0.42, 0.45], [0.62, 0.63, 0.71], [0.28, 0.44, 0.27], [-0.58, -0.15, -0.17], [0.16, -0.17, -0.19], [0.52, 0.07, -0.46], [-0.44, -0.29, -0.15], [-0.32, 0.01, -0.07], [-1.32, -0.90, 1.69], [-0.20, -0.17, -2.11], [2.04, 0.60, 0.87], [-1.78, 0.29, -1.78], [0.11, -0.73, 0.21], [0.10, -0.07, 0.64], [0.87, -0.86, 0.13], [0.81, -0.57, -0.74], [0.52, 0.34, 0.09], [-0.68, -0.27, 1.08], [-0.01, 0.02, -0.17], [0.01, 0.28, 0.21], [0.00, -0.26, 0.19], [-0.32, 0.05, 0.42], [-0.09, 2.06, -0.70], [-0.58, -0.34, 1.14], [1.75, -0.69, 1.28], [-0.71, -0.27, -1.56], [3.18, 2.71, -2.12], [-2.97, -0.96, -0.13], [0.00, -0.80, 1.34], [1.77, -0.74, 0.65], [-0.64, 0.05, -0.63], [0.10, -0.04, -0.15], [-1.01, -0.13, -0.78], [0.09, 0.71, -0.09], [0.39, -0.40, 0.98], [-0.32, 0.11, 0.21], [-0.52, 0.27, -0.09], [-0.42, 0.38, 0.02], [1.54, -0.49, 0.78], [-1.00, 1.36, -0.17], [1.29, 1.29, 0.36], [1.00, 0.06, -0.23], [-0.19, -0.45, 0.00], [0.20, -0.34, -0.50], [-0.57, 1.55, -1.18], [-0.26, -0.12, 0.03], [-0.31, 0.48, -0.04], [-0.25, -1.10, 0.04], [0.07, -0.15, -0.29], [-1.10, -0.30, -0.57], [-0.45, -0.51, 0.00], [-0.03, -1.24, 1.11], [0.07, -0.04, 0.48], [-0.86, 1.88, 0.94], [1.10, -2.36, 0.37], [0.41, 0.37, -0.09], [1.27, -0.36, -0.82], [-0.02, -0.02, 0.18], [-0.61, 0.46, 0.61], [1.40, -0.94, -0.90], [-0.28, 0.30, -0.30], [0.24, -0.12, -0.26], [-0.34, 0.09, -0.33], [-0.06, 1.23, -0.66], [-0.26, 0.06, 0.15], [-0.25, -0.19, 0.45], [-0.22, -0.24, 0.16], [-1.53, -0.06, 0.46], [0.08, -0.99, -0.57], [0.55, -0.31, 0.35], [-0.91, 0.48, 0.77], [-0.72, -0.55, 0.13], [0.00, 0.18, -0.31], [0.17, 2.12, -1.11], [0.40, -2.43, -0.98], [-0.85, -0.03, 0.33], [0.50, -0.11, 0.37], [-0.09, -0.02, -0.58], [0.25, -0.27, 0.72], [0.24, -0.27, -0.07], [-0.11, -0.02, -0.12], [0.71, 0.25, 0.37], [-0.18, 2.10, 0.69], [-1.75, -0.27, -0.70], [0.15, -0.40, -0.28], [-0.80, -0.89, -0.21], [0.51, 1.45, 0.80], [0.88, -0.40, 0.05], [-0.10, -0.60, 0.42], [0.16, -0.66, -2.60], [0.85, 0.48, -0.32], [-0.59, -0.29, 0.50], [0.15, 0.13, 0.07], [0.28, 0.50, 0.52], [0.88, 0.78, -0.36], [-0.57, 0.66, 0.25], [0.48, -0.10, 0.96], [-0.51, -0.20, 0.97], [1.72, 0.02, 0.57], [-0.25, -0.19, -0.37], [0.51, -0.04, -1.01], [0.93, -1.43, 0.71], [0.14, -0.91, -1.96], [-1.03, 0.54, 1.12], [-0.33, -0.09, 1.46], [-0.02, -0.69, -0.40], [-0.38, 1.08, -0.44], [-0.09, 0.50, 0.15], [-0.03, -0.20, 0.94], [-0.03, 0.99, -0.06], [-1.27, 0.35, 0.59], [-0.25, 0.26, -0.83], [0.42, -0.13, -0.35], [0.88, -1.08, 1.19], [-0.91, 1.20, -0.37], [0.92, -0.86, 0.26], [0.87, 1.23, 0.89], [-0.51, -0.79, -0.52], [0.41, 0.10, -0.27], [-1.09, 0.66, -0.42], [-0.51, 0.06, 0.00], [0.26, -0.06, -0.54], [-0.34, -0.49, -0.18]], "lowdin_charge": [-0.599, 0.105, 0.073, 0.127, 0.478, -0.292, -0.312, -0.326, -0.179, -0.196, -0.222, 0.684, -0.336, -0.331, -0.268, 0.098, 0.114, 0.089, 0.113, 0.083, 0.113, 0.077, 0.122, -0.212, -0.194, -0.199, 0.689, -0.337, -0.308, -0.219, 0.062, 0.121, 0.106, 0.102, 0.106, 0.093, 0.096, 0.078, -0.198, -0.183, -0.258, 0.651, -0.333, -0.313, -0.208, 0.088, 0.095, 0.090, 0.091, 0.100, 0.083, 0.102, 0.134, -0.188, -0.215, -0.183, 0.642, -0.319, -0.305, -0.224, 0.133, 0.087, 0.090, 0.088, 0.102, 0.101, 0.051, 0.113, -0.248, -0.203, -0.198, 0.687, -0.331, -0.344, -0.203, 0.127, 0.089, 0.112, 0.112, 0.072, 0.114, 0.084, 0.099, -0.258, -0.215, -0.192, 0.685, -0.340, -0.337, -0.215, 0.102, 0.107, 0.104, 0.099, 0.102, 0.091, 0.102, 0.061, -0.186, -0.209, -0.211, 0.642, -0.323, -0.313, -0.208, 0.109, 0.087, 0.121, 0.114, 0.111, 0.089, 0.123, 0.047, -0.208, -0.198, -0.243, 0.663, -0.328, -0.311, -0.181, 0.129, 0.091, 0.085, 0.127, 0.066, 0.122, 0.074, 0.094, -0.181, -0.192, -0.241, 0.713, -0.334, -0.354, -0.232, 0.096, 0.124, 0.106, 0.131, 0.094, 0.126, 0.097, 0.072, -0.252, 0.808, -0.545, -0.230, 0.069, 0.053, 0.005, 0.018, 0.053, 0.043], "largest_force_ev_per_a": 4.69, "charge": -1, "homo_lumo_gap_ev": 8.9, "e_homo_ev": -7.50}